The following is a DFT calculation (ωB97M-V/def2-TZVPD) of 2 unconnected molecules or ions with the total composition CH3O3.

The HOMO-LUMO gap (spin up / spin down) is 11.10 / 6.08 eV. The multiplicity is 2. Its expectation value of S² is 0.75. The relative energy (zero: lowest compared OMol25 entry of this formula, charge and spin) comes out at 0.230 eV. As for the highest occupied orbital energy (spin up / spin down): -10.5 / -10.5 eV. The value obtained for the strongest force on any atom is 2.47 eV/A.

Last column: Löwdin charge in e.
CARTESIAN COORDINATES (ANGSTROEM)
O 1.3210 0.5815 -0.6157  0.2702
C 0.8902 0.5572 0.5730  -0.3920
O -0.0626 -0.0750 1.0005  0.0569
H 1.4907 1.1821 1.2831  0.1771
H -1.5629 -0.3467 -1.4803  0.0265
H -1.0525 -0.6965 -0.0100  -0.0298
O -1.7331 -0.9240 -0.7135  -0.1090

=====

The following is a DFT calculation (ωB97M-V/def2-TZVPD) of a molecular structure, C31H26BrMnP.

The HOMO-LUMO gap (spin up / spin down) is 7.74 / 8.44 eV. The multiplicity is 6. Its expectation value of S² is 8.77. As for the highest occupied orbital energy (spin up / spin down): -7.1 / -8.0 eV. The value obtained for the strongest force on any atom is 0.50 eV/A.

Last column: Löwdin charge in e.
CARTESIAN COORDINATES (ANGSTROEM)
Mn 1.1166 0.8079 1.1545  0.5874
C 0.4235 -3.0872 2.0599  -0.0588
C -0.6529 -3.3935 1.0598  -0.2752
C -1.4566 -4.5153 1.2286  -0.0459
C -2.4542 -4.8333 0.3190  -0.0790
C -2.6649 -4.0277 -0.7878  -0.0807
C -1.8728 -2.9054 -0.9749  -0.0803
C -0.8726 -2.5806 -0.0634  -0.3232
P 0.1894 -1.1292 -0.2804  1.0619
C -0.6615 -0.1106 -1.5391  -0.3242
C -1.8372 0.4544 -1.0338  -0.1336
C -2.6321 1.2946 -1.7892  -0.0843
C -2.2353 1.6094 -3.0785  -0.0776
C -1.0635 1.0722 -3.5838  -0.0517
C -0.2564 0.2031 -2.8465  -0.2443
C 0.9877 -0.3107 -3.5163  -0.0337
C 1.7656 -1.7863 -0.8793  -0.3544
C 1.8415 -3.0415 -1.4883  -0.1007
C 3.0544 -3.5343 -1.9268  -0.0875
C 4.2010 -2.7651 -1.7470  -0.0796
C 4.1257 -1.5359 -1.1210  -0.0519
C 2.9142 -1.0087 -0.6573  -0.3423
C 2.8688 0.3177 0.0499  -0.2556
H 0.4449 -3.8452 2.8416  0.0795
H 0.2599 -2.1150 2.5335  0.0576
H 1.4111 -3.0571 1.5933  0.0786
H -1.2969 -5.1490 2.0926  0.1095
H -3.0656 -5.7121 0.4783  0.1031
H -3.4388 -4.2683 -1.5044  0.1032
H -2.0362 -2.2682 -1.8349  0.1050
H -2.1289 0.2412 -0.0098  0.1084
H -3.5334 1.7157 -1.3646  0.1074
H -2.8280 2.2769 -3.6905  0.1037
H -0.7581 1.3243 -4.5918  0.1073
H 1.0131 0.0402 -4.5467  0.0764
H 1.0371 -1.3976 -3.5281  0.0780
H 1.8928 0.0399 -3.0199  0.0821
H 0.9401 -3.6287 -1.6213  0.1068
H 3.1104 -4.5050 -2.4020  0.1005
H 5.1592 -3.1359 -2.0896  0.1013
H 5.0273 -0.9529 -0.9714  0.1116
H 3.0247 1.1326 -0.6723  0.0414
H 3.7559 0.3622 0.6978  0.0307
Br 0.9584 1.0626 3.7714  0.8213
C -0.0510 2.7021 3.6899  -0.5515
C -0.4377 3.2377 4.8814  -0.1372
C -1.1626 4.4480 4.8746  -0.0839
C -1.4572 5.0570 3.6917  -0.0388
C -1.0537 4.4945 2.4571  -0.1738
C -1.3611 5.1325 1.2325  -0.0485
C -0.9682 4.5741 0.0520  -0.0847
C -0.2592 3.3536 0.0413  -0.1409
C 0.0819 2.6687 1.1906  -0.1970
C -0.3291 3.2720 2.4210  -0.2441
H -0.1940 2.7532 5.8159  0.0960
H -1.4755 4.8827 5.8142  0.1032
H -2.0088 5.9893 3.6791  0.1115
H -1.9099 6.0664 1.2535  0.1078
H -1.2032 5.0657 -0.8847  0.1002
H 0.0121 2.9479 -0.9299  0.0831

=====

The following is a DFT calculation (ωB97M-V/def2-TZVPD) of 2 unconnected molecules or ions with the total composition C41H46N3.

The HOMO-LUMO gap is 4.93 eV. As for the highest occupied orbital energy: -9.6 eV. Its net charge is +1. The value obtained for the strongest force on any atom is 3.91 eV/A.

Last column: Löwdin charge in e.
CARTESIAN COORDINATES (ANGSTROEM)
C -4.3353 -1.7760 4.4740  -0.0443
C -2.8831 -1.5319 4.2677  -0.2745
C -2.2265 -2.0947 3.1873  -0.0129
C -0.8749 -1.8898 2.9752  -0.1995
C -0.2333 -2.5271 1.7986  -0.0465
C -0.1551 -1.0758 3.8539  -0.1022
N 1.2492 -0.8028 3.5936  -0.0265
C 1.8057 -0.3341 2.4657  -0.0452
N 3.1280 -0.1500 2.6028  -0.0146
C 4.0858 0.2608 1.5889  -0.1076
C 3.8245 1.3972 0.8208  -0.2060
C 2.5953 2.1994 1.0449  -0.0605
C 4.7042 1.7572 -0.1851  -0.0128
C 5.8540 1.0290 -0.4369  -0.2781
C 6.7913 1.4467 -1.5135  -0.0519
C 6.1018 -0.0981 0.3278  -0.0058
C 5.2296 -0.4997 1.3256  -0.2005
C 5.5097 -1.7464 2.0801  -0.0407
C 3.4411 -0.5040 3.9408  -0.0476
C 2.3075 -0.9422 4.5294  -0.0463
C -0.8118 -0.4848 4.9380  -0.1986
C -0.0918 0.4234 5.8665  -0.0393
C -2.1599 -0.7322 5.1367  -0.0040
H -4.6999 -1.2591 5.3645  0.0812
H -4.9043 -1.4143 3.6155  0.0623
H -4.5320 -2.8438 4.5945  0.0896
H -2.7795 -2.7024 2.4917  0.1182
H 0.8410 -2.3529 1.7755  0.0536
H -0.3857 -3.6066 1.8165  0.0877
H -0.6586 -2.1279 0.8772  0.0673
H 2.5821 3.0869 0.4113  0.0716
H 1.7077 1.6103 0.8129  0.0573
H 2.5256 2.5276 2.0823  0.0880
H 4.4812 2.6162 -0.7933  0.1137
H 7.6364 0.7590 -1.5872  0.0783
H 6.2819 1.4603 -2.4791  0.0809
H 7.1838 2.4465 -1.3150  0.0871
H 6.9813 -0.6861 0.1289  0.1143
H 6.3787 -2.2692 1.6811  0.0824
H 5.7172 -1.5347 3.1269  0.0699
H 4.6604 -2.4263 2.0300  0.0916
H 4.4136 -0.4301 4.3930  0.1127
H 2.2112 -1.3292 5.5278  0.1132
H -0.7701 0.8765 6.5893  0.0823
H 0.6671 -0.1123 6.4334  0.0709
H 0.3960 1.2297 5.3205  0.0921
H -2.6596 -0.2769 5.9746  0.1147
C -1.7352 2.7044 -5.6003  -0.0193
C -0.4982 2.5375 -4.7011  -0.5131
C 0.7574 2.6779 -5.5794  -0.0501
C -0.4404 3.6317 -3.6185  -0.0167
C -0.5015 1.1527 -4.0664  -0.0643
N 0.4816 0.2329 -4.2848  0.2047
C 0.2238 -0.9317 -3.5673  -0.1640
C -0.9736 -0.7406 -2.8564  -0.0890
C -1.4231 -1.7482 -1.9966  -0.0082
C -0.7139 -2.9221 -1.9140  -0.0600
C 0.4519 -3.1160 -2.6576  -0.0540
C 0.9383 -2.1267 -3.4770  0.0045
C -1.4682 0.5824 -3.1976  -0.0576
C -2.6207 1.2144 -2.6811  0.1319
C -3.6397 0.6308 -1.8424  -0.2030
C -4.2436 -0.6106 -2.1304  -0.0390
C -5.1533 -1.1742 -1.2703  -0.0209
C -5.5026 -0.5422 -0.0799  -0.2445
C -6.4293 -1.2053 0.8840  -0.0378
C -4.9528 0.7072 0.1954  -0.0159
C -4.0697 1.2981 -0.6742  0.0046
H -2.6592 2.6477 -5.0296  0.0769
H -1.7180 3.6657 -6.1134  0.0986
H -1.7632 1.9210 -6.3584  0.0989
H 1.6605 2.5619 -4.9797  0.0906
H 0.7684 1.9209 -6.3637  0.0908
H 0.7992 3.6558 -6.0587  0.1005
H 0.4379 3.4983 -2.9866  0.0980
H -0.3814 4.6210 -4.0719  0.0997
H -1.3146 3.6225 -2.9736  0.0692
H 1.3156 0.3374 -4.8632  0.1748
H -2.3022 -1.5939 -1.3995  0.0973
H -1.0699 -3.7078 -1.2696  0.1117
H 0.9672 -4.0589 -2.5989  0.1133
H 1.8397 -2.2603 -4.0498  0.1160
H -2.7150 2.2697 -2.8612  0.1039
H -3.9849 -1.1127 -3.0452  0.1271
H -5.5996 -2.1260 -1.5053  0.1255
H -6.6501 -0.5627 1.7386  0.0810
H -7.3792 -1.4555 0.4082  0.0932
H -5.9943 -2.1295 1.2706  0.0888
H -5.2282 1.2089 1.1082  0.1200
H -3.6476 2.2589 -0.4372  0.1210

=====

The following is a DFT calculation (ωB97M-V/def2-TZVPD) of 2 unconnected molecules or ions with the total composition CHBrOS2.

The HOMO-LUMO gap is 8.80 eV. The relative energy (zero: lowest compared OMol25 entry of this formula, charge and spin) comes out at 0.348 eV. As for the highest occupied orbital energy: -9.3 eV. The value obtained for the strongest force on any atom is 0.91 eV/A.

Last column: Löwdin charge in e.
CARTESIAN COORDINATES (ANGSTROEM)
C 1.6762 1.7658 0.0690  -0.0125
O 2.0064 2.7485 -0.3546  0.0422
S -0.0706 -2.0036 0.4651  0.2436
S -1.4216 -0.4460 0.7433  -0.1740
Br -3.0535 -0.7402 -0.6979  0.1155
H 0.8631 -1.3246 -0.2249  -0.2148

=====

The following is a DFT calculation (ωB97M-V/def2-TZVPD) of a molecular structure, C18H21AlBN6O5S.

The HOMO-LUMO gap is 9.40 eV. The relative energy (zero: lowest compared OMol25 entry of this formula, charge and spin) comes out at 1.238 eV. As for the highest occupied orbital energy: -12.2 eV. Its net charge is +1. The value obtained for the strongest force on any atom is 2.82 eV/A.

Last column: Löwdin charge in e.
CARTESIAN COORDINATES (ANGSTROEM)
Al -0.5566 1.1454 -0.0150  -0.1279
O -4.4333 1.9045 -0.7731  0.2136
C -3.4415 1.1394 -0.4191  -0.3883
O -2.2790 1.3871 -0.7316  0.0541
C -3.8459 -0.0810 0.3777  -0.0720
O -2.7514 -0.8624 0.7456  -0.1146
C -2.4472 -0.9734 2.1270  -0.0575
C -1.2223 -0.1304 2.5511  -0.5221
O -0.8245 -0.1380 3.6788  0.1417
O -0.6963 0.5421 1.5672  0.0052
H -4.1582 2.7107 -1.2475  0.1726
H -4.5066 -0.6818 -0.2658  0.1660
H -4.4354 0.2615 1.2378  0.1600
H -2.2007 -2.0219 2.3208  0.1432
H -3.2902 -0.6936 2.7638  0.1413
B 3.8200 1.6547 -0.4728  -0.3682
C 2.3255 1.6154 -0.5145  -0.0980
N 1.1431 1.6007 -0.5156  0.1579
H 4.1974 2.4455 -1.2793  0.0289
H 4.0684 1.9861 0.6470  0.0374
H 4.1909 0.5448 -0.7055  0.0305
S -1.1487 3.4017 0.8107  0.8944
C -0.0532 4.6176 0.4143  -0.7528
N -0.0240 5.7826 1.0584  0.0323
C 0.9935 6.6760 0.5368  -0.1088
C 1.5217 5.8946 -0.6863  -0.1017
N 0.8011 4.6346 -0.6046  0.0494
H -0.5733 5.9762 1.8767  0.1495
H 1.7700 6.8457 1.2896  0.1272
H 0.5539 7.6380 0.2608  0.1248
H 2.6000 5.7325 -0.6423  0.1284
H 1.2747 6.3922 -1.6296  0.1255
H 1.0602 3.8105 -1.1242  0.1170
N 2.4739 -8.6123 1.0335  0.1887
C 2.1255 -7.5816 0.6789  -0.1770
C 1.6663 -6.3187 0.2248  -0.2144
C 1.3139 -5.3285 1.1421  0.0060
C 0.8170 -4.1223 0.6929  0.0110
C 0.6784 -3.8927 -0.6729  -0.1764
C 1.0388 -4.8724 -1.5907  0.0109
C 1.5347 -6.0817 -1.1438  0.0048
N 0.1340 -2.6658 -1.1045  0.0153
C -0.7488 -2.4782 -2.1336  0.0040
C -1.1075 -1.1661 -2.0991  -0.0564
N -0.4504 -0.5547 -1.0731  0.0561
C 0.2943 -1.4817 -0.5033  -0.0777
H 1.4216 -5.5140 2.1995  0.1311
H 0.5131 -3.3662 1.3994  0.1164
H 0.9393 -4.6877 -2.6486  0.1210
H 1.8210 -6.8461 -1.8488  0.1304
H -1.0758 -3.2742 -2.7701  0.1339
H -1.7756 -0.6260 -2.7394  0.1238
H 0.9556 -1.2882 0.3189  0.1595

=====

The following is a DFT calculation (ωB97M-V/def2-TZVPD) of a molecular structure, C13H14IN3Ru.

The HOMO-LUMO gap (spin up / spin down) is 4.09 / 4.02 eV. The multiplicity is 5. Its expectation value of S² is 6.04. The relative energy (zero: lowest compared OMol25 entry of this formula, charge and spin) comes out at 0.000 eV. As for the highest occupied orbital energy (spin up / spin down): -13.8 / -14.4 eV. Its net charge is +2. The value obtained for the strongest force on any atom is 3.72 eV/A.

Last column: Löwdin charge in e.
CARTESIAN COORDINATES (ANGSTROEM)
C -1.8313 -1.6684 2.2157  -0.0255
C -0.5667 -1.7219 4.0144  -0.0685
H -2.8074 -1.3452 1.8860  0.0514
H -2.7972 -4.0547 3.0372  0.0735
H -1.0131 -1.3039 1.5868  0.0272
H 0.0528 -1.1870 3.2870  0.0481
H -1.0946 -1.0012 4.6560  0.0913
H 0.0876 -2.3448 4.6049  0.0876
C -1.8851 -0.1034 -2.0324  -0.0480
C -1.9465 -0.3297 -3.4023  0.0160
C -0.9290 0.1681 -4.2205  0.0254
C 0.2037 0.7142 -3.6373  0.0548
H -2.6150 -0.4241 -1.2926  0.1323
H -2.8147 -0.8494 -3.8062  0.1398
H -1.0368 0.1164 -5.3058  0.1460
H 1.0162 1.1279 -4.2237  0.1369
N -0.8465 0.5833 -1.5054  -0.0678
C 0.2613 0.8426 -2.2453  -0.2031
C 1.3723 1.2281 -1.4393  -0.1922
N 1.0607 1.1922 -0.1197  -0.0915
C 1.9724 1.3248 0.8720  -0.0576
C 3.6279 1.7750 -0.8054  0.0306
C 3.3011 1.5915 0.5475  0.0234
H 1.5178 1.2160 1.8592  0.1134
H 4.0394 1.6665 1.3493  0.1416
C 2.6757 1.5854 -1.7992  0.0595
H 2.8783 1.6943 -2.8549  0.1350
H 4.6545 2.0479 -1.0716  0.1471
Ru -0.8653 1.6400 0.3028  0.9149
I -1.9014 1.9779 2.5365  0.4915
N -2.1518 -3.6219 3.7118  0.1770
C -1.6194 -2.5364 3.2949  -0.5101

=====

The following is a DFT calculation (ωB97M-V/def2-TZVPD) of a molecular structure, C2H5NOS.

The HOMO-LUMO gap is 9.32 eV. The relative energy (zero: lowest compared OMol25 entry of this formula, charge and spin) comes out at 5.394 eV. As for the highest occupied orbital energy: -8.9 eV. The value obtained for the strongest force on any atom is 4.82 eV/A.

Last column: Löwdin charge in e.
CARTESIAN COORDINATES (ANGSTROEM)
C -0.0437 -1.8412 -0.3159  -0.4554
C 0.6093 0.8297 0.3481  -0.6552
H -1.0021 -2.3073 0.6451  0.1518
H -0.5671 -1.5194 -1.2987  0.0354
H 0.7233 -2.7840 -0.6275  0.0640
H 0.8624 1.5244 1.4761  0.1808
H -1.2282 2.8056 -0.2571  0.0195
N -0.1780 1.3481 -0.5234  -0.0232
O -0.4044 2.6667 0.0985  -0.1061
S 1.2286 -0.7226 0.4548  0.7884

=====

The following is a DFT calculation (ωB97M-V/def2-TZVPD) of a molecular structure, C40H37CoO2PSi.

The HOMO-LUMO gap (spin up / spin down) is 7.68 / 7.79 eV. The multiplicity is 4. Its expectation value of S² is 3.76. The relative energy (zero: lowest compared OMol25 entry of this formula, charge and spin) comes out at 0.000 eV. As for the highest occupied orbital energy (spin up / spin down): -7.2 / -8.0 eV. The value obtained for the strongest force on any atom is 0.72 eV/A.

Last column: Löwdin charge in e.
CARTESIAN COORDINATES (ANGSTROEM)
Co -0.6247 -1.0077 -0.1563  0.4687
C -2.7326 -2.7183 1.4487  -0.0262
C -2.8309 -1.9130 0.1760  -0.3132
C -2.8940 -2.5548 -1.0648  -0.0049
C -3.0928 -1.8504 -2.2471  -0.2504
C -3.2418 -2.5805 -3.5527  -0.0324
C -3.1782 -0.4628 -2.1912  -0.0154
C -3.0685 0.2217 -0.9885  -0.2669
C -3.1687 1.7217 -0.9547  -0.0291
C -2.8971 -0.5139 0.1956  -0.0981
H -3.2917 -3.6467 1.3346  0.0879
H -3.1449 -2.1670 2.2939  0.0790
H -1.6989 -2.9814 1.6859  0.0700
H -2.8128 -3.6359 -1.0918  0.1345
H -4.2379 -3.0207 -3.6331  0.0878
H -2.5164 -3.3905 -3.6356  0.0887
H -3.1014 -1.9077 -4.3963  0.0616
H -3.3056 0.0988 -3.1110  0.1266
H -4.1470 2.0540 -1.3061  0.0908
H -2.4235 2.1688 -1.6154  0.0612
H -3.0218 2.1136 0.0513  0.0722
H -2.9156 0.0051 1.1486  0.1150
O 2.1214 -3.6517 -0.1944  0.0713
C 1.6479 -2.7137 0.4047  -0.6193
O 0.3799 -2.5173 0.6358  -0.1975
C 2.5719 -1.6865 1.0543  -0.1425
C 3.9326 -1.9524 0.9689  -0.0145
C 4.8734 -1.0693 1.4732  -0.0621
C 4.4532 0.1119 2.0607  -0.0694
C 3.0992 0.3943 2.1545  -0.0720
C 2.1452 -0.4963 1.6675  -0.2691
P 0.3721 -0.0635 1.8255  1.0960
C -0.2095 -0.8674 3.3480  -0.3478
C -1.3776 -0.3937 3.9454  -0.1152
C -1.9128 -1.0370 5.0510  -0.0842
C -1.2842 -2.1640 5.5670  -0.0829
C -0.1263 -2.6428 4.9709  -0.0678
C 0.4085 -1.9996 3.8621  -0.0679
C 0.3019 1.7038 2.2617  -0.3608
C 0.6510 2.2183 3.5114  -0.1004
C 0.5682 3.5777 3.7641  -0.0713
C 0.1369 4.4486 2.7684  -0.0772
C -0.2198 3.9512 1.5243  -0.0713
C -0.1402 2.5857 1.2791  -0.1092
H 4.2278 -2.8660 0.4712  0.1200
H 5.9288 -1.2934 1.3885  0.1057
H 5.1756 0.8247 2.4373  0.1055
H 2.7907 1.3309 2.5992  0.0903
H -1.8691 0.4895 3.5526  0.1051
H -2.8172 -0.6574 5.5083  0.1040
H -1.6962 -2.6649 6.4332  0.1024
H 0.3637 -3.5219 5.3682  0.1063
H 1.3064 -2.3841 3.3937  0.1084
H 0.9841 1.5476 4.2951  0.1166
H 0.8398 3.9619 4.7385  0.1056
H 0.0763 5.5103 2.9677  0.1042
H -0.5631 4.6223 0.7476  0.1065
H -0.4370 2.1971 0.3111  0.0699
C -1.8465 1.4926 -5.6667  -0.0989
C -1.4896 0.1539 -5.7412  -0.1021
C -0.7388 -0.4288 -4.7254  -0.1330
C -0.3291 0.3021 -3.6074  -0.3345
C -0.6837 1.6562 -3.5690  -0.1317
C -1.4324 2.2483 -4.5761  -0.0958
Si 0.5871 -0.5197 -2.1762  0.6952
C 2.1719 0.4547 -1.8840  -0.3296
C 3.4117 -0.0772 -2.2575  -0.1076
C 4.5888 0.6433 -2.0962  -0.0909
C 4.5561 1.9243 -1.5637  -0.0990
C 3.3409 2.4740 -1.1812  -0.0913
C 2.1725 1.7406 -1.3351  -0.1241
H -2.4259 1.9498 -6.4583  0.0978
H -1.7899 -0.4381 -6.5974  0.1013
H -0.4673 -1.4760 -4.8030  0.0946
H -0.3617 2.2699 -2.7322  0.0853
H -1.6888 3.2989 -4.5160  0.1006
H 1.0629 -1.8110 -2.7409  -0.0148
H 3.4558 -1.0758 -2.6768  0.0952
H 5.5341 0.2030 -2.3889  0.1002
H 5.4725 2.4881 -1.4406  0.0977
H 3.3037 3.4690 -0.7539  0.0994
H 1.2394 2.1931 -1.0186  0.0630